Entry 1:
142
Properties=species:S:1:pos:R:3 method="wB97M-V/def2-TZVPD" e_lumo_ev=-0.97 homo_energy_ha=-0.3434 fmax_ev_per_a=1.47 total_energy_ha=-2696.105318 mol_weight_g_mol=877.282 smiles="CCCCCCCCCC1=C(CCCOC)C(=O)C(CC(C)C)=C([C@H](C)F)C1=O.c1ccccc1.c1ccccc1.c1ccccc1.c1ccccc1.c1ccccc1.c1ccccc1" orbital_gap_ev=8.4
C 4.293 -2.528 0.686
C 2.836 -2.044 0.524
C 2.475 -0.754 1.297
C 2.014 0.463 0.454
C 0.619 0.973 0.821
C -0.541 0.180 0.183
C -1.508 1.016 -0.686
C -2.982 0.714 -0.406
C -3.410 -0.588 -1.103
C -4.648 -1.213 -0.523
C -4.625 -2.244 0.325
C -3.370 -2.952 0.765
C -2.942 -4.020 -0.252
C -1.784 -4.921 0.221
O -1.477 -4.656 1.573
C -0.294 -5.277 2.006
C -5.902 -2.716 0.930
O -5.896 -3.502 1.838
C -7.226 -2.200 0.411
C -8.462 -2.838 0.997
C -9.409 -1.883 1.796
C -9.370 -2.211 3.304
C -10.837 -1.906 1.239
C -7.215 -1.218 -0.488
C -8.490 -0.699 -1.105
C -8.487 -0.503 -2.618
F -8.821 0.513 -0.464
C -5.936 -0.583 -0.900
O -5.954 0.425 -1.548
H 4.803 -2.646 -0.273
H 4.350 -3.487 1.210
H 4.873 -1.815 1.279
H 2.174 -2.856 0.845
H 2.625 -1.876 -0.540
H 1.662 -0.972 2.001
H 3.327 -0.449 1.916
H 2.037 0.225 -0.619
H 2.714 1.299 0.587
H 0.543 2.029 0.533
H 0.516 0.951 1.914
H -1.120 -0.327 0.966
H -0.108 -0.621 -0.433
H -1.303 0.815 -1.747
H -1.318 2.087 -0.546
H -3.126 0.598 0.677
H -3.631 1.537 -0.724
H -2.586 -1.306 -1.022
H -3.584 -0.391 -2.166
H -3.551 -3.426 1.729
H -2.571 -2.216 0.907
H -3.818 -4.633 -0.494
H -2.646 -3.525 -1.185
H -2.051 -5.983 0.111
H -0.889 -4.749 -0.399
H -0.280 -5.247 3.097
H -0.246 -6.329 1.684
H 0.595 -4.755 1.621
H -8.102 -3.617 1.669
H -9.015 -3.355 0.201
H -9.021 -0.864 1.675
H -8.716 -1.528 3.854
H -9.006 -3.226 3.490
H -10.366 -2.130 3.753
H -10.934 -1.303 0.332
H -11.546 -1.504 1.971
H -11.155 -2.929 1.001
H -9.286 -1.397 -0.835
H -9.226 -1.159 -3.086
H -8.765 0.531 -2.836
H -7.515 -0.692 -3.075
C 1.477 4.322 -1.094
C 2.698 3.764 -1.452
C 2.938 3.413 -2.774
C 1.959 3.623 -3.736
C 0.740 4.183 -3.377
C 0.499 4.534 -2.056
H 1.287 4.591 -0.062
H 3.454 3.590 -0.697
H 3.886 2.968 -3.053
H 2.146 3.349 -4.767
H -0.024 4.346 -4.127
H -0.452 4.969 -1.776
C 8.792 -5.825 0.803
C 9.432 -4.852 0.049
C 8.712 -4.100 -0.870
C 7.352 -4.322 -1.037
C 6.714 -5.299 -0.285
C 7.432 -6.049 0.636
H 9.353 -6.409 1.522
H 10.493 -4.679 0.177
H 9.209 -3.339 -1.456
H 6.792 -3.728 -1.749
H 5.652 -5.471 -0.413
H 6.932 -6.807 1.226
C 6.387 0.602 -1.098
C 7.714 0.477 -1.485
C 8.032 0.315 -2.828
C 7.024 0.275 -3.782
C 5.697 0.400 -3.393
C 5.379 0.562 -2.051
H 6.139 0.732 -0.053
H 8.500 0.502 -0.741
H 9.067 0.222 -3.131
H 7.273 0.152 -4.828
H 4.910 0.371 -4.136
H 4.342 0.660 -1.750
C 4.466 6.985 -7.124
C 3.729 6.298 -6.169
C 2.379 6.574 -6.004
C 1.766 7.539 -6.791
C 2.504 8.227 -7.745
C 3.853 7.949 -7.911
H 5.519 6.769 -7.253
H 4.205 5.549 -5.548
H 1.809 6.040 -5.255
H 0.713 7.755 -6.661
H 2.027 8.981 -8.358
H 4.429 8.486 -8.655
C -2.152 3.973 4.714
C -0.794 3.955 4.423
C -0.370 3.911 3.102
C -1.302 3.889 2.074
C -2.659 3.905 2.364
C -3.084 3.947 3.685
H -2.484 4.006 5.744
H -0.068 3.972 5.226
H 0.689 3.889 2.873
H -0.971 3.850 1.044
H -3.386 3.879 1.561
H -4.142 3.958 3.913
C 2.599 0.228 7.206
C 3.096 -1.066 7.258
C 2.831 -1.955 6.224
C 2.069 -1.547 5.139
C 1.570 -0.253 5.088
C 1.835 0.635 6.121
H 2.806 0.920 8.012
H 3.690 -1.384 8.105
H 3.220 -2.965 6.265
H 1.862 -2.237 4.331
H 0.972 0.064 4.242
H 1.443 1.644 6.080

Entry 2:
162
Properties=species:S:1:pos:R:3 method="wB97M-V/def2-TZVPD" e_lumo_ev=0.00 homo_energy_ha=-0.3004 fmax_ev_per_a=5.53 total_energy_ha=-5118.541625 mol_weight_g_mol=1203.145 orbital_gap_ev=8.2
C -1.205 2.475 0.295
C -2.424 1.472 0.107
Cl -3.235 1.942 -1.506
C -2.002 -0.060 -0.045
Si -1.662 -0.918 1.666
C -1.654 -2.783 1.326
C -1.582 -3.737 2.625
O -2.603 -3.445 3.603
Si -2.033 -3.985 5.145
C -1.760 -5.885 5.237
C -3.401 -3.569 6.418
C -0.440 -3.092 5.756
C -3.129 -0.352 2.789
C -4.560 -0.631 1.900
C -5.762 0.516 2.172
O -5.749 -1.015 2.702
O -0.249 -0.188 2.289
Si 1.160 -1.155 2.387
C 2.615 0.055 2.819
C 2.993 0.933 1.527
O 2.240 1.037 0.532
C 1.693 -2.054 0.788
C 1.920 -3.608 1.201
C 2.950 -4.336 0.198
S 4.603 -4.558 0.991
O 4.698 -5.853 1.752
O 4.839 -3.342 1.854
O 5.760 -4.582 -0.206
H -0.468 2.141 1.098
H -1.604 3.506 0.601
H -0.675 2.654 -0.705
H -3.197 1.672 0.908
H -0.987 -0.049 -0.590
H -2.712 -0.669 -0.685
H -2.677 -3.030 0.856
H -0.902 -3.134 0.534
H -0.521 -3.798 3.042
H -1.809 -4.795 2.230
H -1.328 -6.135 6.265
H -2.729 -6.476 5.145
H -1.042 -6.278 4.453
H -3.244 -2.476 6.718
H -4.449 -3.661 5.989
H -3.345 -4.239 7.333
H 0.423 -3.519 5.130
H -0.578 -1.990 5.478
H -0.224 -3.252 6.856
H -3.236 -0.956 3.738
H -3.136 0.762 2.978
H -4.443 -1.048 0.796
H -6.878 0.365 2.242
H -5.819 0.609 1.002
H 1.029 -2.030 3.558
H 3.528 -0.527 3.180
H 2.253 0.816 3.591
H 3.968 1.520 1.480
H 2.736 -1.689 0.483
H 0.949 -1.937 -0.062
H 2.258 -3.704 2.293
H 0.949 -4.212 1.144
H 2.576 -5.368 -0.097
H 3.048 -3.735 -0.766
H 5.317 -4.940 -1.014
N 3.867 -6.530 -2.335
C 3.022 -7.384 -1.735
C 3.146 -8.762 -1.793
C 4.203 -9.295 -2.514
C 5.091 -8.438 -3.146
C 4.882 -7.075 -3.026
H 2.209 -6.922 -1.186
H 2.435 -9.401 -1.287
H 4.333 -10.369 -2.584
H 5.926 -8.820 -3.718
H 5.552 -6.364 -3.499
N -9.812 0.046 4.562
C -8.520 0.124 4.915
C -7.954 1.226 5.536
C -8.767 2.316 5.805
C -10.108 2.263 5.449
C -10.578 1.113 4.836
H -7.923 -0.752 4.680
H -6.904 1.233 5.801
H -8.361 3.197 6.288
H -10.772 3.096 5.644
H -11.619 1.022 4.542
N -2.658 2.970 -5.274
C -1.774 2.315 -4.504
C -0.513 1.931 -4.935
C -0.143 2.235 -6.237
C -1.038 2.909 -7.053
C -2.273 3.253 -6.528
H -2.110 2.096 -3.495
H 0.161 1.406 -4.269
H 0.834 1.950 -6.611
H -0.782 3.163 -8.075
H -3.006 3.785 -7.127
N 0.762 -0.754 -7.159
C 1.974 -1.290 -7.359
C 2.491 -2.333 -6.608
C 1.712 -2.854 -5.585
C 0.454 -2.316 -5.355
C 0.028 -1.276 -6.165
H 2.547 -0.847 -8.168
H 3.477 -2.728 -6.817
H 2.081 -3.670 -4.974
H -0.181 -2.697 -4.565
H -0.949 -0.825 -6.027
N 2.812 2.432 -7.989
C 3.771 2.860 -7.155
C 4.580 3.956 -7.407
C 4.392 4.652 -8.592
C 3.407 4.229 -9.473
C 2.649 3.123 -9.127
H 3.883 2.282 -6.243
H 5.338 4.258 -6.696
H 5.005 5.514 -8.827
H 3.232 4.748 -10.407
H 1.865 2.756 -9.781
N -6.277 4.326 6.275
C -5.304 4.748 7.095
C -4.495 5.842 6.833
C -4.699 6.541 5.652
C -5.698 6.124 4.785
C -6.455 5.020 5.141
H -5.180 4.168 8.004
H -3.725 6.139 7.533
H -4.086 7.401 5.410
H -5.885 6.645 3.855
H -7.251 4.657 4.498
N -2.438 6.372 -9.253
C -3.446 7.049 -9.820
C -4.100 8.110 -9.215
C -3.692 8.494 -7.946
C -2.653 7.809 -7.335
C -2.062 6.763 -8.026
H -3.731 6.710 -10.811
H -4.907 8.623 -9.723
H -4.180 9.319 -7.438
H -2.309 8.080 -6.345
H -1.243 6.199 -7.592
N 6.324 -6.102 5.418
C 7.268 -5.660 6.264
C 8.047 -4.538 6.032
C 7.845 -3.830 4.855
C 6.877 -4.268 3.963
C 6.147 -5.398 4.288
H 7.391 -6.248 7.168
H 8.793 -4.225 6.752
H 8.435 -2.948 4.636
H 6.692 -3.743 3.037
H 5.377 -5.771 3.621
N 4.964 3.710 2.550
C 5.916 4.162 3.380
C 6.692 5.281 3.127
C 6.477 5.975 1.945
C 5.501 5.528 1.068
C 4.776 4.400 1.414
H 6.049 3.584 4.289
H 7.445 5.602 3.835
H 7.065 6.855 1.711
H 5.307 6.044 0.136
H 3.998 4.013 0.762

Entry 3:
192
Properties=species:S:1:pos:R:3 method="wB97M-V/def2-TZVPD" e_lumo_ev=-2.07 homo_energy_ha=-0.2987 fmax_ev_per_a=14.32 total_energy_ha=-9557.280094 mol_weight_g_mol=1815.866 orbital_gap_ev=6.1
C 2.871 -4.553 -5.550
C 3.694 -4.864 -4.341
C 3.595 -6.342 -3.878
F 2.458 -6.669 -3.223
F 3.757 -7.173 -4.928
F 5.034 -4.676 -4.556
F 3.391 -4.043 -3.293
O 3.473 -5.089 -6.711
C 3.050 -4.494 -7.915
C 3.208 -5.522 -9.037
F 4.492 -5.881 -9.181
F 2.483 -6.640 -8.816
F 1.763 -4.120 -7.812
F 3.748 -3.357 -8.074
H 2.836 -3.463 -5.667
H 1.830 -4.838 -5.390
H 4.412 -6.529 -3.173
H 2.822 -5.126 -9.980
C 1.027 1.572 0.727
C -0.337 2.076 1.259
C -1.451 1.014 1.396
F -1.865 0.409 0.240
F -1.152 0.076 2.308
F -0.201 2.801 2.382
F -0.824 2.926 0.309
O 0.823 1.013 -0.553
C 1.375 -0.227 -0.781
C 1.514 -0.476 -2.266
F 2.021 -1.704 -2.520
F 0.351 -0.274 -2.948
F 2.662 -0.277 -0.333
F 0.658 -1.143 -0.118
H 1.562 1.004 1.494
H 1.713 2.418 0.603
H -2.373 1.522 1.706
H 2.233 0.222 -2.710
C -2.603 -1.443 -5.513
C -1.880 -2.462 -4.652
C -0.385 -2.550 -4.875
F 0.176 -3.519 -4.103
F 0.009 -2.682 -6.172
F -2.135 -2.140 -3.345
F -2.462 -3.685 -4.816
O -1.872 -0.233 -5.584
C -2.036 0.515 -6.758
C -0.635 0.813 -7.346
F -0.811 1.692 -8.358
F 0.226 1.265 -6.446
F -2.812 -0.087 -7.648
F -2.583 1.685 -6.386
H -3.656 -1.281 -5.266
H -2.778 -1.955 -6.467
H 0.143 -1.641 -4.576
H -0.256 -0.120 -7.773
C 1.368 5.693 3.357
S 2.089 6.379 4.874
O 3.082 5.383 5.400
C 3.118 7.656 4.099
H 2.042 5.136 2.709
H 0.846 6.463 2.786
H 0.600 5.004 3.711
H 2.542 8.390 3.532
H 3.752 7.157 3.363
H 3.761 8.148 4.823
C 2.269 -1.311 5.896
S 0.957 -1.165 4.652
O 1.540 -0.695 3.354
C 0.598 -2.919 4.534
H 2.763 -2.283 5.842
H 2.063 -1.112 6.944
H 2.982 -0.559 5.551
H 1.387 -3.438 3.984
H -0.315 -3.054 3.953
H 0.444 -3.362 5.517
C 2.106 -6.503 0.273
S 1.479 -5.249 1.473
O 2.243 -5.276 2.775
C 1.961 -3.674 0.702
H 1.717 -6.336 -0.729
H 1.588 -7.360 0.709
H 3.165 -6.758 0.287
H 3.032 -3.663 0.478
H 1.763 -2.822 1.350
H 1.495 -3.542 -0.277
C 5.576 -2.242 -2.083
S 6.786 -0.926 -1.879
O 7.283 -0.561 -3.242
C 5.657 0.421 -1.326
H 4.747 -1.792 -2.636
H 5.037 -2.521 -1.168
H 5.844 -3.206 -2.503
H 6.271 1.316 -1.386
H 5.440 0.162 -0.289
H 4.731 0.518 -1.889
C 4.154 0.996 2.598
S 3.795 2.677 3.313
O 4.445 2.666 4.665
C 4.899 3.557 2.157
H 5.225 0.827 2.707
H 3.840 1.027 1.551
H 3.632 0.147 3.033
H 4.548 3.863 1.171
H 5.840 3.024 2.016
H 5.085 4.460 2.743
C -1.458 -3.108 -0.131
S -3.032 -3.962 0.192
O -2.766 -5.432 0.169
C -2.984 -3.490 1.956
H -1.256 -3.034 -1.198
H -0.737 -3.738 0.390
H -1.518 -2.111 0.292
H -3.037 -2.400 1.996
H -1.991 -3.704 2.360
H -3.748 -4.031 2.501
C 5.062 1.641 -4.932
S 3.431 1.039 -5.445
O 3.324 1.281 -6.930
C 4.014 -0.692 -5.454
H 5.994 1.269 -5.353
H 5.190 1.467 -3.861
H 5.048 2.723 -5.087
H 3.816 -1.236 -4.523
H 5.090 -0.806 -5.553
H 3.421 -1.144 -6.248
C 0.175 2.011 6.108
S 1.703 1.873 7.105
O 2.384 3.178 7.019
C 1.001 1.708 8.778
H -0.336 1.075 5.860
H 0.235 2.590 5.190
H -0.601 2.450 6.749
H 0.704 2.706 9.106
H 1.834 1.401 9.408
H 0.149 1.030 8.820
C -0.308 4.472 -2.145
S 0.229 5.184 -3.753
O 1.630 5.638 -3.443
C 0.350 3.574 -4.620
H -0.031 5.193 -1.382
H 0.304 3.582 -1.990
H -1.351 4.160 -2.131
H -0.587 3.017 -4.606
H 1.172 2.970 -4.233
H 0.587 3.742 -5.671
C -2.688 -0.307 9.236
C -2.989 -1.559 8.693
C -3.271 -1.707 7.351
C -3.326 -0.587 6.523
C -3.106 0.659 7.066
C -2.736 0.806 8.404
C -3.260 1.866 6.224
O -2.915 2.959 6.628
C -3.754 1.708 4.824
C -4.029 2.805 4.039
C -4.517 2.655 2.737
C -4.860 1.405 2.255
C -4.471 0.295 2.987
C -3.967 0.406 4.268
C -3.685 -0.801 5.089
O -3.879 -1.918 4.666
H -2.499 -0.058 10.271
H -2.857 -2.402 9.361
H -3.513 -2.681 6.950
H -2.522 1.737 8.910
H -3.955 3.784 4.496
H -4.737 3.491 2.084
H -5.424 1.238 1.347
H -4.737 -0.723 2.717
C -9.235 3.336 0.477
C -8.944 2.433 1.474
C -7.863 1.568 1.440
C -7.018 1.660 0.336
C -7.273 2.589 -0.699
C -8.431 3.394 -0.658
C -6.410 2.765 -1.899
O -6.746 3.441 -2.841
C -5.149 1.945 -1.917
C -4.254 2.035 -2.971
C -3.077 1.284 -3.057
C -2.741 0.542 -1.944
C -3.651 0.377 -0.907
C -4.873 1.038 -0.888
C -5.804 0.841 0.250
O -5.523 0.083 1.166
H -10.062 4.012 0.647
H -9.605 2.431 2.334
H -7.666 0.813 2.185
H -8.608 4.053 -1.495
H -4.411 2.785 -3.739
H -2.381 1.279 -3.880
H -1.876 -0.104 -1.856
H -3.383 -0.236 -0.056